DFT (the ωB97M-V functional and the def2-TZVPD basis) results for a 2-piece molecular cluster, CH2Cl2O3 overall.

XYZ file:
```
8
Properties=species:S:1:pos:R:3:forces:R:3:lowdin_charge:R:1
C -0.261 0.401 0.262 1.58 -2.47 0.90 -0.45
O 0.614 1.255 -0.190 -0.32 0.40 -0.10 0.06
O 0.717 -1.252 0.501 -1.55 2.01 -0.06 -0.75
O -1.200 0.044 -0.618 -0.63 -0.16 -0.43 -0.46
Cl 2.226 -1.037 -0.113 0.25 -0.05 -0.16 0.56
Cl -2.379 -1.031 -0.023 0.61 0.43 -0.05 0.76
H -0.534 0.522 1.306 0.00 -0.03 -0.12 0.15
H 0.817 1.097 -1.125 0.05 -0.12 0.02 0.13
```
Positions in Å, forces in eV/Å.

HOMO energy, eV: -9.13
Maximum force, eV/A: 3.1
Energy relative to the best compared isomer or geometry (same formula, charge and spin), eV: 3.542

DFT (the ωB97M-V functional and the def2-TZVPD basis) results for an isolated molecule of C9H6N4O.

XYZ file:
```
20
Properties=species:S:1:pos:R:3:forces:R:3:lowdin_charge:R:1
C 2.279 -0.288 -1.099 2.47 -2.66 -2.13 -0.02
C 1.075 -0.159 -0.335 -5.02 1.04 0.07 -0.35
N 0.318 -1.501 -0.057 0.95 -0.08 0.24 0.23
C -0.808 -1.501 0.368 1.53 0.65 -0.05 -0.10
C -1.997 -1.249 0.831 -2.27 -1.08 -1.63 -0.10
C -2.330 -0.826 2.109 0.85 0.05 -0.02 -0.26
N -2.493 -0.296 3.104 -0.52 0.55 1.57 0.16
C 1.085 0.534 1.026 1.87 0.27 1.69 -0.38
O 1.917 0.368 1.910 -1.41 0.22 -1.35 0.11
N 0.027 1.428 1.056 -0.33 -0.90 -0.21 0.14
C -0.768 1.366 -0.090 4.81 -1.60 -0.72 0.01
C -0.058 0.686 -1.052 -0.86 -0.53 1.06 -0.15
C -0.482 0.250 -2.346 0.17 0.93 0.84 -0.20
N -0.750 -0.043 -3.421 -0.18 -0.34 -0.53 0.17
H 2.590 -1.406 -1.165 -0.11 1.88 0.72 0.13
H 3.082 0.344 -0.682 -0.25 -0.41 -0.51 0.11
H 2.067 -0.128 -2.188 0.36 0.50 0.96 0.10
H -2.852 -1.412 0.156 0.51 0.13 0.14 0.13
H -0.312 1.880 1.880 0.18 0.00 0.57 0.16
H -1.589 1.951 -0.005 -2.74 1.40 -0.70 0.11
```
Positions in Å, forces in eV/Å.

HOMO energy, eV: -9.68
Maximum force, eV/A: 5.1
Energy relative to the best compared isomer or geometry (same formula, charge and spin), eV: 2.809
Structure (SMILES): C[C@@]1(N=C=CC#N)C(=O)NC=C1C#N

DFT (the ωB97M-V functional and the def2-TZVPD basis) results for a 2-piece molecular cluster, C5H4ClFN2O2 overall.

XYZ file:
```
15
Properties=species:S:1:pos:R:3:forces:R:3:lowdin_charge:R:1
F 1.628 -0.623 -1.534 0.33 0.34 2.04 -0.01
C 1.923 -0.470 -0.167 -2.66 -0.19 1.08 -0.16
C 1.428 -1.479 0.852 1.06 -0.13 -0.82 -0.25
N 0.441 -2.328 0.274 -1.34 -0.74 0.40 0.07
C -0.653 -1.652 0.109 3.33 0.29 0.95 -0.88
Cl -1.999 -2.318 -0.608 -1.05 -0.02 -0.35 0.77
N -0.529 -0.334 0.503 -3.71 1.31 -0.03 0.02
C 0.782 -0.137 0.986 1.77 2.84 -1.60 -0.16
H 2.852 -0.076 0.123 1.17 0.69 -0.57 0.11
H 2.224 -1.842 1.517 -0.82 -0.42 -0.13 0.14
H -1.379 0.335 0.609 2.46 -1.78 -0.20 0.18
H 1.014 0.818 1.601 -0.57 -2.20 -0.77 0.17
O -3.449 2.765 -1.000 -1.83 -1.14 1.05 0.22
C -2.583 3.382 -1.409 0.62 0.11 -0.57 -0.45
O -1.702 3.958 -1.857 1.24 1.02 -0.48 0.22
```
Positions in Å, forces in eV/Å.

HOMO energy, eV: -8.39
Maximum force, eV/A: 3.9
Energy relative to the best compared isomer or geometry (same formula, charge and spin), eV: 0.337
Structure (SMILES): F[C@@H]1[C@@H]2N=C(Cl)N[C@H]12.O=C=O